No. 1
Formula: C19H18N5O11
Source: the Open Molecules 2025 dataset
Level of theory: ωB97M-V with the def2-TZVPD basis set

Geometry (Å):
N 2.147 3.225 -0.276
O 1.708 2.261 -0.821
O 3.286 3.330 0.003
O 1.437 4.167 -0.182
C 1.033 -4.315 1.348
N 2.320 -4.858 1.944
O 3.259 -5.013 1.186
O 2.386 -4.904 3.205
H 1.209 -3.242 1.279
H 0.232 -4.454 2.073
H 0.671 -4.732 0.408
C -7.313 0.568 -2.127
C -6.066 0.972 -1.681
C -5.527 2.102 -2.116
C -6.229 2.959 -2.994
C -7.503 2.558 -3.441
C -8.016 1.335 -3.018
N -5.574 4.221 -3.380
O -6.118 4.826 -4.312
O -4.703 4.722 -2.666
H -7.714 -0.369 -1.770
H -5.540 0.333 -0.987
H -4.510 2.309 -1.820
H -8.074 3.099 -4.182
H -9.023 1.103 -3.331
C -1.954 -0.924 6.199
C -1.222 -0.175 5.268
C -1.861 0.885 4.649
C -3.168 1.242 4.962
C -3.937 0.415 5.781
C -3.281 -0.675 6.380
N -3.710 2.447 4.303
O -4.957 2.581 4.376
O -3.012 3.128 3.586
H -1.365 -1.693 6.676
H -0.223 -0.423 4.944
H -1.278 1.367 3.878
H -4.955 0.599 6.094
H -3.823 -1.320 7.056
C 6.878 -2.174 -4.677
C 8.248 -2.031 -4.850
C 9.019 -1.521 -3.875
C 8.424 -1.045 -2.693
C 7.029 -1.169 -2.567
C 6.240 -1.690 -3.552
N 9.218 -0.467 -1.597
O 8.748 0.353 -0.842
O 10.442 -0.770 -1.590
H 6.260 -2.652 -5.423
H 8.666 -2.437 -5.759
H 10.091 -1.401 -3.939
H 6.534 -0.844 -1.664
H 5.170 -1.807 -3.465

Its HOMO energy is -3.595 eV. The total energy is -49952.87396 eV. Its total charge is -1.

=====

No. 2
Formula: C19H19AsIO4PdSe
Source: the Open Molecules 2025 dataset
Level of theory: ωB97M-V with the def2-TZVPD basis set

Geometry (Å):
Pd -0.040 0.196 2.665
I -1.380 2.626 2.383
C 0.209 3.283 1.178
C 0.060 4.480 0.541
C 1.121 4.979 -0.247
C 2.282 4.274 -0.350
C 2.448 3.032 0.314
C 3.662 2.314 0.216
C 3.807 1.122 0.866
C 2.742 0.580 1.619
C 1.534 1.224 1.742
C 1.386 2.487 1.095
H -0.856 5.047 0.641
H 1.004 5.928 -0.757
H 3.105 4.658 -0.943
H 4.470 2.731 -0.375
H 4.744 0.580 0.797
H 2.876 -0.378 2.112
O 0.778 -1.840 3.231
Se -0.242 -1.598 4.563
O 0.263 -0.140 5.147
O -1.698 -1.304 3.826
O -0.229 -2.833 5.597
C -1.669 -2.721 0.993
As -0.722 -1.070 0.652
C 0.817 -1.729 -0.325
C -1.779 -0.218 -0.789
C -1.924 -1.047 -2.022
C -1.007 -0.936 -3.067
C -1.110 -1.735 -4.196
C -2.136 -2.664 -4.304
C -3.059 -2.781 -3.273
C -2.953 -1.980 -2.146
H -1.804 -3.300 0.080
H -2.619 -2.494 1.471
H -1.056 -3.259 1.715
H 0.514 -2.384 -1.141
H 1.425 -2.276 0.395
H 1.399 -0.890 -0.706
H -1.270 0.725 -0.997
H -2.745 0.019 -0.341
H -0.202 -0.214 -2.988
H -0.387 -1.632 -4.995
H -2.217 -3.289 -5.184
H -3.865 -3.499 -3.347
H -3.676 -2.077 -1.344

Its HOMO energy (spin up / spin down) is -4.045 / -5.323 eV. The total energy is -165964.96479 eV. Its total charge is -1. The multiplicity is 3. Its energy relative to the best compared isomer or geometry (same formula, charge and spin) is 20.3 kcal/mol. Its expectation value of S² is 2.01.

=====

No. 3
Formula: C19H19BrIIrN5O5S
Source: the Open Molecules 2025 dataset
Level of theory: ωB97M-V with the def2-TZVPD basis set

Geometry (Å):
Ir -0.390 0.745 -1.426
C -4.985 2.850 -2.410
C -3.666 3.408 -2.035
N -3.386 4.649 -1.807
N -2.058 4.661 -1.481
C -1.505 3.458 -1.498
S 0.085 2.930 -1.097
N -2.521 2.647 -1.864
N -2.339 1.253 -1.982
H -5.685 3.672 -2.534
H -5.357 2.183 -1.630
H -4.927 2.294 -3.346
H -1.605 5.531 -1.247
H -2.947 0.773 -1.303
H -2.568 0.960 -2.931
Br 7.174 -2.571 -1.096
C 5.875 -1.340 -0.483
C 6.187 -0.482 0.560
C 5.230 0.418 1.006
C 3.978 0.460 0.414
C 3.679 -0.406 -0.632
C 4.630 -1.314 -1.084
C 2.339 -0.411 -1.300
O 2.035 -1.250 -2.128
O 1.495 0.456 -0.782
H 7.166 -0.520 1.016
H 5.469 1.089 1.820
H 3.230 1.161 0.758
H 4.385 -1.982 -1.898
N -0.656 -3.344 -2.118
C -0.601 -2.168 -1.520
O -0.792 -1.131 -2.199
C -0.350 -2.115 -0.046
I -4.209 -0.784 0.840
H -0.719 -3.382 -3.124
H -0.489 -4.193 -1.609
H 0.669 -1.776 0.130
H -0.451 -3.106 0.394
O -2.585 -1.842 0.449
C -1.333 -1.173 0.656
O -1.422 0.096 0.094
C -0.986 -1.054 2.129
C -1.563 -1.894 3.071
C -1.197 -1.792 4.408
C -0.247 -0.863 4.800
C 0.340 -0.032 3.855
C -0.029 -0.124 2.522
H -2.295 -2.630 2.766
H -1.655 -2.444 5.140
H 0.039 -0.787 5.841
H 1.086 0.691 4.157
H 0.428 0.525 1.785

Its HOMO energy is -10.879 eV. The total energy is -129510.94155 eV. Its total charge is +1. Its energy relative to the best compared isomer or geometry (same formula, charge and spin) is 63.8 kcal/mol.

=====

No. 4
Formula: C19H19CdF2N
Source: the Open Molecules 2025 dataset
Level of theory: ωB97M-V with the def2-TZVPD basis set

Geometry (Å):
C -1.014 -1.574 -2.332
C -0.992 -2.200 0.917
C 0.360 -1.468 -1.759
H -0.927 -2.366 -3.083
C 0.361 -2.243 1.143
H -1.623 -1.649 1.627
H 0.999 -0.755 -2.283
H 0.761 -1.783 2.057
C 1.093 -2.694 -1.311
H 2.060 -2.682 -1.844
H 0.517 -3.553 -1.669
C -2.185 -1.911 -1.360
H -2.987 -2.375 -1.957
H -2.607 -0.977 -0.944
C -1.772 -2.858 -0.200
H -1.226 -3.725 -0.595
H -2.703 -3.221 0.270
C 1.388 -2.871 0.223
H 1.455 -3.950 0.457
H 2.386 -2.442 0.441
Cd -0.068 -0.215 0.000
H -1.259 -0.624 -2.836
F -1.460 1.150 5.186
C -0.980 1.449 3.943
C -0.886 0.419 3.009
C -0.389 0.843 1.786
C 0.070 2.084 1.337
C -0.082 3.014 2.380
F 0.296 4.302 2.183
C -0.587 2.740 3.647
C 0.655 2.388 -0.034
C 1.079 3.653 -0.401
C 1.625 3.908 -1.648
C 1.771 2.916 -2.597
C 1.345 1.643 -2.261
N 0.828 1.448 -1.019
H -1.186 -0.599 3.281
H -0.661 3.526 4.397
H 0.974 4.425 0.315
H 1.942 4.915 -1.878
H 2.188 3.077 -3.583
H 1.441 0.835 -3.004

Its HOMO energy is -6.238 eV. The total energy is -31495.95464 eV. Its total charge is 0. Its energy relative to the best compared isomer or geometry (same formula, charge and spin) is 0.0 kcal/mol.

=====

No. 5
Formula: C19H19ClF3N3O3
Source: the Open Molecules 2025 dataset
Level of theory: ωB97M-V with the def2-TZVPD basis set

Geometry (Å):
C -2.310 -2.260 -2.524
H -2.036 -3.254 -2.178
H -3.351 -2.270 -2.839
H -1.696 -2.026 -3.392
C -2.076 -1.219 -1.437
C -2.892 -1.397 -0.183
C -3.758 -2.464 0.007
C -4.527 -2.573 1.154
C -4.441 -1.608 2.139
C -3.572 -0.544 1.981
C -2.799 -0.437 0.834
N -1.899 0.645 0.695
C -2.185 1.916 1.041
O -3.266 2.311 1.422
C -1.009 2.901 0.929
N -0.046 2.592 -0.105
C 1.202 2.262 0.265
O 1.583 2.249 1.419
C 2.204 1.870 -0.845
N 2.873 0.672 -0.379
C 4.184 0.644 -0.101
C 4.769 -0.480 0.408
C 3.980 -1.623 0.670
C 2.646 -1.577 0.409
C 2.011 -0.393 -0.124
O 0.821 -0.269 -0.365
Cl 1.611 -2.905 0.719
H 4.436 -2.511 1.081
C 6.242 -0.533 0.684
F 6.873 -1.396 -0.135
F 6.844 0.652 0.519
F 6.514 -0.938 1.932
H 4.751 1.543 -0.297
H 2.932 2.671 -0.972
H 1.709 1.649 -1.790
C -0.528 2.605 -1.469
H 0.043 3.306 -2.082
H -0.484 1.608 -1.914
H -1.567 2.926 -1.459
H -1.428 3.900 0.775
H -0.480 2.893 1.887
H -0.979 0.417 0.338
H -3.493 0.215 2.743
H -5.042 -1.683 3.033
H -5.197 -3.412 1.271
H -3.849 -3.223 -0.753
H -1.016 -1.226 -1.169
H -2.302 -0.228 -1.844

Its HOMO energy is -8.451 eV. The total energy is -51301.18828 eV. Its total charge is 0. Its structure (SMILES) is CCc1ccccc1NC(=O)CN(C)C(=O)Cn1cc(C(F)(F)F)cc(Cl)c1=O. Its energy relative to the best compared isomer or geometry (same formula, charge and spin) is 0.0 kcal/mol.

=====

> total charge of number 3 (C19H19BrIIrN5O5S)?

+1

=====

> total charge of number 1 (C19H18N5O11)?

-1

=====

> Which formula does entry 1 have?

C19H18N5O11

=====

Please write out number 4 again, unchanged.
Formula: C19H19CdF2N
Source: the Open Molecules 2025 dataset
Level of theory: ωB97M-V with the def2-TZVPD basis set

Geometry (Å):
C -1.014 -1.574 -2.332
C -0.992 -2.200 0.917
C 0.360 -1.468 -1.759
H -0.927 -2.366 -3.083
C 0.361 -2.243 1.143
H -1.623 -1.649 1.627
H 0.999 -0.755 -2.283
H 0.761 -1.783 2.057
C 1.093 -2.694 -1.311
H 2.060 -2.682 -1.844
H 0.517 -3.553 -1.669
C -2.185 -1.911 -1.360
H -2.987 -2.375 -1.957
H -2.607 -0.977 -0.944
C -1.772 -2.858 -0.200
H -1.226 -3.725 -0.595
H -2.703 -3.221 0.270
C 1.388 -2.871 0.223
H 1.455 -3.950 0.457
H 2.386 -2.442 0.441
Cd -0.068 -0.215 0.000
H -1.259 -0.624 -2.836
F -1.460 1.150 5.186
C -0.980 1.449 3.943
C -0.886 0.419 3.009
C -0.389 0.843 1.786
C 0.070 2.084 1.337
C -0.082 3.014 2.380
F 0.296 4.302 2.183
C -0.587 2.740 3.647
C 0.655 2.388 -0.034
C 1.079 3.653 -0.401
C 1.625 3.908 -1.648
C 1.771 2.916 -2.597
C 1.345 1.643 -2.261
N 0.828 1.448 -1.019
H -1.186 -0.599 3.281
H -0.661 3.526 4.397
H 0.974 4.425 0.315
H 1.942 4.915 -1.878
H 2.188 3.077 -3.583
H 1.441 0.835 -3.004

Its HOMO energy is -6.238 eV. The total energy is -31495.95464 eV. Its total charge is 0. Its energy relative to the best compared isomer or geometry (same formula, charge and spin) is 0.0 kcal/mol.